(1)
Here is a cluster of 2 separate species, C4H7NO2 in total at a distorted geometry from the OMol25 dataset. Energies are from ωB97M-V/def2-TZVPD.

```
14
Properties=species:S:1:pos:R:3:forces:R:3:lowdin_charge:R:1
O -2.41039 0.73675 -0.44535 0.4 -0.3 -0.3 0.071
C -1.52991 0.18931 -1.06381 -0.4 0.2 0.2 -0.198
C -0.66581 -0.90614 -0.47547 -0.2 -0.1 -0.2 -0.237
N -0.73476 -1.09346 0.96950 -0.3 -0.1 0.1 0.007
C 0.37936 -0.14588 1.22214 0.2 0.0 0.1 -0.084
C 0.70940 -0.31070 -0.27778 0.7 0.1 -0.7 -0.360
O 1.59439 -0.13993 -1.06903 -0.5 -0.4 0.7 0.053
H -1.24117 0.50125 -2.08903 -0.2 -0.1 0.1 0.138
H -0.66801 -1.80263 -1.10687 -0.2 0.1 0.1 0.160
H -1.63876 -0.86891 1.37069 0.1 0.2 0.0 0.109
H 0.08419 0.89216 1.45455 0.0 -0.2 -0.2 0.126
H 1.09840 -0.47512 1.97934 0.0 0.0 -0.3 0.115
H 2.34800 2.03615 -0.15852 0.2 0.3 0.2 0.054
H 2.67506 1.38716 -0.31034 0.1 0.4 0.1 0.045
```
Positions in Å, forces in eV/Å.

Results
Total charge = 0
Energy relative to the best compared isomer or geometry (same formula, charge and spin) = 79.52 kcal per mole
E_LUMO = 0.0105 hartree
SMILES string = O=C[C@@H]1NCC1=O.[H][H]
Gap between HOMO and LUMO = 10.1226 eV
Multiplicity = 1

(2)
Here is a structure of composition C4H6N4 at a distorted geometry from the OMol25 dataset. Energies are from ωB97M-V/def2-TZVPD.

```
14
Properties=species:S:1:pos:R:3:forces:R:3:lowdin_charge:R:1
C 1.31520 0.11643 -0.03003 0.2 -0.3 -1.0 -0.364
C -1.92794 0.32841 0.16688 -1.2 -0.9 2.1 -0.118
C -1.21882 -1.17783 0.03092 -0.8 0.7 -3.6 -0.037
C 0.02711 -0.35945 -0.31363 1.1 2.9 3.7 -0.165
H 2.90332 -0.76952 -1.06128 0.0 1.1 5.2 0.183
H 3.24040 0.16862 0.88486 -1.9 -2.8 -3.8 0.169
H -2.32365 0.55762 1.22568 0.3 -0.3 -1.8 0.136
H -2.52799 0.71939 -0.67263 -0.8 -0.9 0.7 0.112
H -1.67000 -1.37411 -1.18098 1.1 -1.2 4.0 0.176
H -0.95562 -1.91792 0.92700 -1.6 1.3 -2.3 0.147
N 2.60412 -0.60223 0.16412 0.2 3.0 -2.4 -0.041
N 1.14320 1.51358 -0.07690 9.7 -0.7 0.5 -0.039
N 0.02629 1.97452 -0.00889 -4.1 -1.5 0.3 0.053
N -0.63563 0.82251 -0.05512 -2.3 -0.4 -1.6 -0.213
```
Positions in Å, forces in eV/Å.

Results
Total charge = 0
Energy relative to the best compared isomer or geometry (same formula, charge and spin) = 174.51 kcal per mole
E_LUMO = 0.0191 hartree
Gap between HOMO and LUMO = 9.1704 eV
Multiplicity = 1

(3)
Here is a cluster of 2 separate species, C10H17N2 in total at a distorted geometry from the OMol25 dataset. Energies are from ωB97M-V/def2-TZVPD.

```
29
Properties=species:S:1:pos:R:3:forces:R:3:lowdin_charge:R:1
C -3.88839 0.01594 -0.35324 0.7 -2.2 -0.8 -0.065
C -3.30588 -0.97355 0.41233 -1.2 -1.2 1.1 -0.057
C -3.09101 1.05228 -0.71830 -2.3 2.7 -1.5 -0.095
C -2.00164 -0.92366 0.87805 0.3 0.1 1.1 -0.053
C -1.84917 1.22815 -0.22196 2.2 0.7 0.7 -0.061
C -1.28337 0.19828 0.57147 1.7 0.7 -1.9 -0.245
C 1.05213 0.53071 -1.36132 -0.8 1.0 0.6 0.006
C 0.98330 -1.65069 -0.53352 -3.8 0.1 0.3 0.011
C 2.62767 -0.04248 0.29456 -0.3 -0.9 0.9 0.011
C 0.22437 0.26363 0.89980 -1.1 -1.6 4.6 -0.288
N 0.45486 1.63928 1.23654 0.9 0.8 1.3 0.053
N 1.24882 -0.24861 -0.14700 -1.2 -0.8 1.4 -0.345
H -4.78888 -0.21210 -0.92190 -0.2 0.4 0.7 0.127
H -3.96538 -1.77499 0.71337 0.2 -0.4 0.0 0.114
H -3.63191 1.79425 -1.36235 1.2 -0.4 0.5 0.139
H -1.48355 -1.58213 1.62229 -1.1 0.0 -1.0 0.123
H -1.26599 2.17400 -0.38470 -0.7 -1.2 -0.1 0.137
H 1.18166 1.56531 -1.00596 0.0 -0.2 -0.8 0.115
H 1.86145 0.17425 -1.96930 -0.2 0.3 -1.2 0.120
H -0.01233 0.35141 -1.60904 1.0 0.3 -0.9 0.115
H 1.67658 -1.88629 -1.23838 1.9 -0.6 -2.3 0.072
H 0.98323 -2.47028 0.16859 0.2 0.5 1.1 0.117
H -0.05908 -1.63038 -0.99988 1.5 -0.3 0.5 0.139
H 2.93082 0.89823 -0.03251 0.6 1.7 0.2 0.094
H 2.67664 -0.25779 1.32577 0.0 0.5 1.5 0.105
H 3.33499 -0.73807 -0.06438 0.3 -1.1 -1.3 0.108
H 0.21475 -0.70783 1.99928 0.9 2.7 -3.2 0.236
H 1.30679 2.02668 1.76552 -1.7 -1.5 -1.0 0.147
H -0.41532 1.98676 1.69152 1.3 -0.2 -0.5 0.121
```
Positions in Å, forces in eV/Å.

Results
Total charge = +1
Energy relative to the best compared isomer or geometry (same formula, charge and spin) = 38.22 kcal per mole
E_LUMO = -0.0930 hartree
Gap between HOMO and LUMO = 10.3776 eV
Multiplicity = 1

(4)
Here is a cluster of 2 separate species, CBr2FNO2 in total at a distorted geometry from the OMol25 dataset. Energies are from ωB97M-V/def2-TZVPD.

```
7
Properties=species:S:1:pos:R:3:forces:R:3:lowdin_charge:R:1
C 0.68254 -0.16857 -0.53771 1.0 -3.0 1.3 -0.709
N 0.12308 0.67335 0.39559 1.6 -0.8 1.4 -0.505
O -0.20347 1.75920 0.01740 -1.2 1.8 -0.3 0.089
O 0.22779 0.24508 1.55979 -1.0 1.2 -0.3 -0.074
F 0.58582 -0.01897 -1.79228 -0.3 0.6 -1.0 0.145
Br -2.75173 -0.70909 0.16805 -0.1 -0.1 0.0 0.180
Br 1.33596 -1.78099 0.18916 -0.1 0.4 -1.1 0.875
```
Positions in Å, forces in eV/Å.

Results
Total charge = 0
Energy relative to the best compared isomer or geometry (same formula, charge and spin) = 59.82 kcal per mole
E_LUMO (spin up / spin down) = -0.0800 / -0.1421 hartree
Gap between HOMO and LUMO (spin up / spin down) = 8.6858 / 5.8014 eV
Multiplicity = 1

(5)
Here is a structure of composition C20H17BaN5O2 from the OMol25 dataset. Energies are from ωB97M-V/def2-TZVPD.

```
45
Properties=species:S:1:pos:R:3:forces:R:3:lowdin_charge:R:1
Ba -0.57938 1.73312 -1.71347 0.1 0.3 -0.4 1.934
C -1.41630 6.31503 0.38639 0.0 0.2 0.1 -0.019
C -0.97079 5.02527 -0.24017 0.6 0.0 0.2 -0.287
N -1.70791 4.23569 -0.94789 0.0 0.5 0.3 -0.130
O -3.05038 4.59823 -1.14664 0.1 -0.1 0.0 -0.077
C 0.45984 4.65425 0.00797 -0.7 0.0 -0.2 -0.328
C 1.46019 5.47296 0.74911 0.2 0.3 0.2 -0.043
N 0.75514 3.50137 -0.49913 0.1 -0.1 -0.1 -0.417
O 1.91355 2.95181 -0.43508 -0.2 0.1 0.0 -0.219
H -2.45180 6.61655 0.24077 0.0 -0.1 0.0 0.067
H -0.79491 7.12956 0.01145 0.0 0.0 -0.1 0.098
H -1.24250 6.27381 1.46254 0.0 -0.1 0.0 0.099
H -3.22696 5.40337 -0.64295 -0.1 0.0 0.0 0.052
H 1.03554 6.39507 1.14055 0.0 0.0 0.0 0.058
H 2.31422 5.73261 0.11783 -0.1 0.0 -0.1 0.085
H 1.88989 4.91399 1.58419 -0.1 -0.1 0.0 0.085
N 1.43761 -8.10393 2.37164 0.0 0.0 0.0 0.151
C 1.19931 -7.07785 1.91232 -0.1 0.3 -0.1 -0.180
C 0.89787 -5.78293 1.33273 0.1 -0.5 0.2 -0.231
C 1.48506 -4.64074 1.86597 0.0 0.2 -0.1 -0.013
C 1.18898 -3.40577 1.31209 0.0 0.0 0.0 -0.006
C 0.32206 -3.31277 0.22991 -0.1 0.1 -0.1 -0.216
C -0.25554 -4.46252 -0.29732 0.0 -0.1 0.0 -0.010
C 0.02532 -5.70275 0.25305 0.0 0.2 -0.1 -0.015
C 0.00408 -1.97372 -0.37059 0.1 -0.2 0.2 -0.043
C 0.68941 -1.70058 -1.55895 -0.2 0.2 0.0 -0.274
C 1.65039 -2.56114 -2.16290 0.1 -0.1 -0.1 -0.027
C 2.08995 -1.94025 -3.30540 0.0 0.0 0.1 -0.075
C 1.38607 -0.71420 -3.35984 0.0 0.0 0.0 -0.197
N 0.55128 -0.55146 -2.34181 0.2 -0.6 0.0 -0.169
C -0.92687 -1.22543 0.36981 0.1 0.2 -0.3 -0.275
C -1.60114 -1.68155 1.53261 -0.1 -0.1 0.1 -0.029
C -2.42595 -0.66348 1.95467 0.1 0.0 -0.1 -0.077
C -2.22197 0.38724 1.03625 0.0 0.1 0.0 -0.196
N -1.34364 0.07672 0.08630 -0.1 -0.6 0.3 -0.188
H 2.16300 -4.72049 2.70439 0.0 0.0 0.0 0.121
H 1.63339 -2.50544 1.71693 0.0 0.0 0.0 0.133
H -0.92654 -4.37690 -1.14243 0.0 0.0 0.0 0.130
H -0.42433 -6.60002 -0.14894 0.0 0.0 0.0 0.121
H 1.97376 -3.51635 -1.78093 0.0 0.0 0.0 0.112
H 2.82459 -2.29475 -4.00967 0.0 0.0 0.0 0.093
H 1.48741 0.04480 -4.12827 0.0 0.0 0.0 0.098
H -1.48541 -2.65069 1.99132 0.0 0.0 0.0 0.112
H -3.08861 -0.65811 2.80475 0.0 0.0 0.0 0.092
H -2.69694 1.36236 1.05684 0.0 0.0 0.0 0.100
```
Positions in Å, forces in eV/Å.

Results
Total charge = 0
Energy relative to the best compared isomer or geometry (same formula, charge and spin) = 1.26 kcal per mole
E_LUMO = -0.0227 hartree
Gap between HOMO and LUMO = 6.9447 eV
Multiplicity = 1

(6)
Here is a structure of composition C11H29N3S2Sr at a distorted geometry from the OMol25 dataset. Energies are from ωB97M-V/def2-TZVPD.

```
46
Properties=species:S:1:pos:R:3:forces:R:3:lowdin_charge:R:1
Sr -0.64250 0.09537 0.77093 0.5 -0.4 -0.5 1.238
S -1.77367 -0.60935 -1.95627 -0.3 0.4 -0.6 0.751
S 2.12564 1.20691 0.26746 0.1 0.9 -0.6 0.740
C -0.85624 -0.74687 -3.53172 0.3 -0.2 0.2 -0.334
C -2.49076 1.05444 -2.19791 0.0 -0.2 0.0 -0.452
C -1.46367 2.16998 -2.25472 0.1 0.2 0.3 -0.265
N -0.70546 2.29801 -0.97799 -0.1 0.3 0.1 -0.158
C 0.54425 3.09191 -1.16121 -0.2 0.0 0.1 -0.263
C 1.50124 2.93290 0.01281 0.1 -0.3 0.1 -0.435
H -3.21093 1.22467 -1.38418 0.0 -0.1 -0.3 0.086
H -3.02823 1.00203 -3.14889 -0.2 0.1 0.2 0.095
H -1.98634 3.11517 -2.47820 0.2 -0.3 -0.1 0.142
H -0.74079 1.97438 -3.05315 -0.2 0.1 0.1 0.110
H 0.30264 4.16534 -1.27264 0.2 -0.4 -0.1 0.143
H 1.03645 2.75603 -2.08179 -0.2 0.1 0.2 0.111
H 1.01248 3.23936 0.95172 0.3 0.0 -0.2 0.084
H 2.40302 3.54037 -0.13948 -0.4 0.0 0.2 0.096
C 3.04897 1.00777 -1.30818 -0.1 -0.4 0.2 -0.335
H -1.29920 2.86009 -0.35883 0.1 0.0 -0.2 0.116
H 2.39626 0.89161 -2.18411 0.2 0.1 0.4 0.039
H 3.64087 0.09348 -1.17864 -0.1 0.3 -0.1 0.047
H 3.73206 1.85580 -1.44623 -0.2 -0.2 0.1 0.065
H -0.49231 -1.77995 -3.59111 -0.1 0.2 -0.1 0.050
H 0.00568 -0.06832 -3.56762 -0.3 -0.2 0.0 0.039
H -1.53319 -0.56429 -4.37710 0.1 0.0 0.4 0.067
C -2.23906 1.30204 2.92843 -0.1 -0.6 0.9 -0.131
C -2.06641 0.16622 3.65273 -0.7 1.0 -0.1 -0.083
H -3.10062 1.42960 2.25384 0.5 -0.3 0.1 0.075
H -1.65895 2.21286 3.14146 -0.3 -0.4 0.0 0.077
H -2.68700 -0.73532 3.49799 0.2 0.7 0.1 0.090
H -1.40972 0.13226 4.54030 -0.1 0.1 -0.7 0.095
N -0.20134 -1.82357 2.52683 -0.9 0.4 0.2 -0.114
C 1.10939 -2.46594 2.72361 0.1 0.1 0.4 -0.240
C 1.32399 -3.58702 1.72018 0.2 -0.4 -0.1 -0.171
C 0.72610 -3.39174 0.32195 -0.2 0.1 -0.4 -0.231
N 0.73579 -1.98468 -0.16417 0.2 0.4 -0.1 -0.107
H -0.90133 -2.52959 2.28940 0.2 -0.1 0.2 0.097
H -0.54440 -1.41822 3.39778 0.4 -0.4 -0.1 0.035
H 1.89033 -1.70357 2.64911 -0.1 0.0 -0.1 0.112
H 1.15151 -2.85217 3.75016 0.3 -0.1 -0.3 0.129
H 2.39665 -3.78857 1.62765 -0.2 0.0 0.1 0.125
H 0.86832 -4.49709 2.13212 0.2 0.1 -0.2 0.127
H 1.26699 -4.02772 -0.39265 -0.2 0.0 0.3 0.126
H -0.31950 -3.71857 0.31902 0.1 0.0 -0.1 0.114
H 0.44943 -1.92329 -1.14818 0.4 -0.3 0.4 0.040
H 1.68360 -1.60279 -0.12047 -0.1 -0.3 -0.1 0.057
```
Positions in Å, forces in eV/Å.

Results
Total charge = +2
E_LUMO = -0.2179 hartree
Gap between HOMO and LUMO = 9.5830 eV
Multiplicity = 1